(1)
Formula: C33H57LuNP2Si
Source: OMol25
Level of theory: the ωB97M-V functional and the def2-TZVPD basis

Geometry as ORCA input:
```
! RIJCOSX wB97M-V def2-TZVPD def2/J DEFGRID3
* xyz 1 1
Lu -0.52330 1.31382 2.08490
C -2.44035 1.45480 3.47665
C -2.33767 0.05724 3.19994
C -0.40908 0.68899 4.29801
C -1.25729 1.85637 4.18351
C -1.10838 -0.42584 3.72069
C -3.60216 2.30200 3.09320
H -4.23708 1.72591 2.41005
H -3.29379 3.21263 2.56230
H -4.21104 2.60586 3.96109
C -0.99020 3.23311 4.68442
H -1.85439 3.87769 4.48149
H -0.11336 3.72169 4.22836
H -0.82678 3.22148 5.77027
C 1.00370 0.68355 4.75394
H 1.02643 0.79540 5.84505
H 1.60610 1.50458 4.32840
H 1.49905 -0.26142 4.48795
C -0.68915 -1.85892 3.65234
H -0.76781 -2.38797 4.62069
H 0.33547 -2.01287 3.28422
H -1.34871 -2.39023 2.95808
C -3.39444 -0.77186 2.55303
H -3.97632 -1.35620 3.29379
H -2.95370 -1.47032 1.82416
H -4.09703 -0.13032 2.01226
C -1.25812 0.29660 -1.43406
C -2.49762 0.09922 -0.96178
C -3.32618 -1.13454 -1.01420
C -2.60917 -2.50109 -1.28062
C -1.46066 -2.88498 -0.37999
C -0.14849 -2.59940 -0.47204
C 0.52484 -1.48185 -1.25008
C -0.38957 -0.68006 -2.17386
H -4.09257 -0.97394 -1.79716
H -2.36648 -2.61332 -2.35193
H -3.91068 -1.22630 -0.08262
H -0.98362 -1.31889 -2.82717
H -0.79105 1.29236 -1.26635
H -3.00191 0.95489 -0.49065
H 0.24276 -0.09019 -2.85537
H 1.00962 -0.74538 -0.56760
H 0.53871 -3.18953 0.16808
H 1.39457 -1.93212 -1.80719
H -3.38095 -3.27155 -1.08551
H -1.77848 -3.50013 0.48041
P 2.19945 -2.89713 -3.56000
P 4.12323 -4.91792 -2.46587
C 3.03621 -3.95497 -4.85766
C 4.28738 -4.59768 -4.30615
H 3.27982 -3.30959 -5.70632
H 2.31694 -4.70888 -5.19640
H 4.48758 -5.54992 -4.80651
H 5.15618 -3.94235 -4.43445
C 5.84547 -5.55491 -2.29914
H 5.97909 -5.98733 -1.29985
H 6.54499 -4.71959 -2.42479
H 6.03116 -6.31496 -3.07028
C 3.34168 -6.59095 -2.66254
H 3.87564 -7.15060 -3.44533
H 2.28213 -6.49031 -2.92944
H 3.41266 -7.12980 -1.70734
C 2.65905 -1.28078 -4.30511
H 2.11973 -0.45164 -3.83382
H 2.44467 -1.30838 -5.38036
H 3.73625 -1.12748 -4.15117
C 0.50747 -3.21469 -4.19047
H 0.28451 -4.28122 -4.05352
H 0.47256 -2.96176 -5.25609
H -0.24084 -2.63985 -3.63996
C 1.88477 2.14061 0.13259
Si 1.04501 3.69893 0.74714
C 1.91670 3.98662 2.36838
C 1.07527 5.17030 -0.39331
N -0.62867 3.26638 1.10002
C -1.73088 4.11993 0.94130
C -1.94768 5.17888 1.85399
C -2.99577 6.07380 1.63945
C -3.76230 5.97761 0.46756
C -3.57216 4.90784 -0.42101
C -2.60575 3.93902 -0.15643
H 2.80903 2.50818 -0.33850
H 1.34169 1.54567 -0.61595
H 2.19717 1.48488 0.96999
H 2.91387 4.39019 2.14015
H 1.38261 4.69685 3.00710
H 2.07152 3.05109 2.92536
H 0.55102 4.98069 -1.34318
H 0.58513 6.03152 0.08848
H 2.11249 5.45954 -0.62851
H -1.27521 5.26920 2.71321
H -3.18093 6.85921 2.37485
H -4.49716 6.75421 0.23462
H -4.17222 4.82927 -1.33202
H -2.45422 3.07333 -0.81178
*
```

Relative energy (zero: lowest compared OMol25 entry of this formula, charge and spin) = 24.1 kcal per mole

Now the Mulliken charges, all in e: Lu 0.811; C 0.058; C 0.307; C -0.253; C 1.465; C 0.642; C -0.999; H 0.212; H 0.104; H 0.311; C -1.220; H 0.439; H -0.072; H 0.428; C -1.014; H 0.377; H 0.233; H 0.312; C -1.380; H 0.266; H 0.330; H 0.317; C -1.326; H 0.274; H 0.004; H 0.435; C -0.250; C -0.357; C -1.010; C -1.054; C -0.415; C -0.493; C 1.553; C -1.076; H 0.497; H 0.264; H 0.247; H 0.637; H 0.674; H 0.233; H 0.124; H -0.246; H 0.493; H -1.094; H 0.472; H 0.488; P 0.777; P 0.191; C -0.947; C -0.982; H 0.453; H 0.445; H 0.591; H 0.449; C -1.158; H 0.378; H 0.359; H 0.311; C -1.149; H 0.373; H 0.282; H 0.379; C -1.324; H 0.307; H 0.369; H 0.346; C -0.553; H 0.368; H 0.498; H -0.301; C -0.889; Si 0.048; C -0.966; C -1.118; N 0.393; C -0.516; C 0.080; C -0.738; C -0.575; C -0.802; C 0.005; H 0.515; H -0.038; H 0.346; H 0.488; H 0.254; H 0.218; H 0.354; H 0.333; H 0.437; H 0.489; H 0.443; H 0.377; H 0.423; H 0.228

(2)
Formula: C33H57N7O4
Source: OMol25
Level of theory: the ωB97M-V functional and the def2-TZVPD basis

Geometry as ORCA input:
```
! RIJCOSX wB97M-V def2-TZVPD def2/J DEFGRID3
* xyz 0 1
C 4.08661 -3.54518 1.72063
O 2.87564 -4.10535 2.21304
C 1.76990 -3.57387 1.55721
C 0.49169 -3.75541 2.38024
C -0.74466 -4.22810 1.59667
O -1.46793 -3.01053 1.26886
C -0.65100 -2.00988 1.78888
O -0.55417 -0.98437 1.27168
O -0.03294 -2.50995 2.87291
H 4.76294 -3.39457 2.56012
H 4.58289 -4.16569 0.97195
H 3.90673 -2.56636 1.26711
H 1.61016 -4.08033 0.59323
H 1.85783 -2.49855 1.35824
H 0.73139 -4.44241 3.18772
H -0.55063 -4.72561 0.65371
H -1.36356 -4.79545 2.29142
C -6.29212 -0.84167 1.57632
C -5.25024 -0.19743 2.48352
C -3.99990 -1.05528 2.68092
C -4.28070 -2.29043 3.41152
N -4.50077 -3.26205 3.98306
H -6.68410 -1.76260 2.01108
H -7.13192 -0.16331 1.42393
H -5.86797 -1.07723 0.59839
H -5.70461 0.02830 3.45083
H -4.94007 0.75400 2.04471
H -3.26062 -0.47719 3.24097
H -3.54438 -1.29597 1.71827
C 2.44143 2.13950 -1.34945
C 1.58505 0.93497 -1.70389
C 1.65765 -0.18703 -0.66555
C 2.97867 -0.81299 -0.59281
N 4.01197 -1.31623 -0.56140
H 3.50366 1.88534 -1.32493
H 2.30525 2.92363 -2.08731
H 2.16570 2.54133 -0.37828
H 1.88175 0.55821 -2.68439
H 0.54556 1.26184 -1.78656
H 0.92943 -0.96060 -0.91695
H 1.37887 0.19793 0.31679
C 0.05868 5.54691 2.43064
C -1.15607 5.77548 1.53707
C -1.49478 4.56279 0.66807
C -0.45523 4.27742 -0.32240
N 0.36245 4.04901 -1.09776
H 0.96466 5.38852 1.84264
H 0.22618 6.41418 3.06966
H -0.08689 4.67712 3.07541
H -0.98440 6.65038 0.90698
H -2.02104 5.99963 2.16379
H -2.43489 4.74657 0.14478
H -1.65096 3.68365 1.29649
C -3.70698 -7.14829 -1.42502
C -3.30933 -8.13123 -0.32947
C -2.22792 -7.57981 0.60377
C -0.95240 -7.37754 -0.08328
N 0.04660 -7.22074 -0.62823
H -2.87052 -6.93573 -2.09307
H -4.51591 -7.56134 -2.02784
H -4.05327 -6.20473 -0.99818
H -2.97078 -9.06450 -0.78340
H -4.19108 -8.37000 0.26821
H -2.07185 -8.27759 1.42885
H -2.55924 -6.63773 1.04531
C 6.99580 2.01930 -3.26719
C 6.60224 3.49204 -3.26022
C 6.89031 4.18486 -1.92366
C 6.06378 3.65610 -0.84026
N 5.40530 3.24538 0.00607
H 6.41000 1.44559 -2.54626
H 6.82260 1.58821 -4.25344
H 8.05349 1.89478 -3.02520
H 5.54300 3.58504 -3.50824
H 7.15854 4.01006 -4.04396
H 6.69413 5.25438 -2.02219
H 7.94534 4.08001 -1.66362
C 0.65665 1.14775 -7.62404
C 1.17285 0.16328 -6.58046
C 2.11073 0.81197 -5.55875
C 3.36065 1.27257 -6.16238
N 4.34216 1.63461 -6.63639
H 1.46977 1.54556 -8.23342
H -0.04847 0.65411 -8.29335
H 0.14125 1.98601 -7.15101
H 1.67994 -0.66400 -7.08078
H 0.32138 -0.26222 -6.04525
H 2.34775 0.08531 -4.77996
H 1.61016 1.64954 -5.06831
C -4.33397 3.60909 5.73514
C -3.92864 2.71570 4.56838
C -2.67911 3.21239 3.83129
C -2.89174 4.48416 3.14197
N -3.05870 5.48347 2.60049
H -4.61814 4.60598 5.39413
H -5.18918 3.18155 6.25853
H -3.51761 3.71180 6.45253
H -4.76458 2.62767 3.87158
H -3.72441 1.71229 4.94908
H -2.37870 2.46613 3.09161
H -1.84809 3.31365 4.53212
*
```

Atomic partial charges in e from the Mulliken method, atoms 1 to 99: C -0.542; O -0.424; C -0.268; C 0.246; C -0.481; O -0.415; C 0.639; O -0.589; O -0.425; H 0.299; H 0.240; H 0.179; H 0.307; H 0.016; H 0.569; H 0.145; H 0.260; C -1.414; C -0.324; C 0.134; C 0.213; N -0.535; H 0.356; H 0.396; H 0.333; H 0.346; H 0.217; H 0.142; H 0.185; C -1.382; C 0.122; C -0.103; C 0.335; N -0.614; H 0.363; H 0.458; H 0.296; H -0.303; H 0.325; H 0.338; H 0.269; C -1.104; C -0.119; C 0.213; C -0.038; N -0.387; H 0.407; H 0.326; H 0.190; H 0.477; H 0.008; H 0.445; H -0.270; C -1.138; C -0.502; C -0.190; C 0.295; N -0.493; H 0.350; H 0.342; H 0.285; H 0.314; H 0.321; H 0.341; H 0.140; C -1.113; C -0.380; C -0.425; C 0.304; N -0.449; H 0.288; H 0.320; H 0.347; H 0.239; H 0.316; H 0.277; H 0.299; C -1.172; C -0.588; C -0.098; C 0.277; N -0.486; H 0.341; H 0.340; H 0.323; H 0.326; H 0.333; H 0.068; H 0.334; C -1.498; C -0.222; C -0.319; C 0.212; N -0.489; H 0.346; H 0.428; H 0.330; H 0.202; H 0.279

DFT total energy
In order: -3553.88644; -1975.69650
Unit: hartree
Max |F|
In order: 4.1; 6.5
Unit: eV Å⁻¹
LUMO
In order: -0.1283; 0.0071
Unit: Eh